# 1
{"formula": "C40H80O10", "method": "the ωB97M-V functional and the def2-TZVPD basis", "orbital_gap_ev": 9.696, "de_lowest_ev": 1.866, "charge": 0, "species": ["C", "C", "C", "O", "C", "H", "H", "H", "H", "H", "H", "H", "H", "C", "C", "C", "O", "C", "H", "H", "H", "H", "H", "H", "H", "H", "C", "C", "C", "O", "C", "H", "H", "H", "H", "H", "H", "H", "H", "C", "C", "C", "O", "C", "H", "H", "H", "H", "H", "H", "H", "H", "C", "C", "C", "O", "C", "H", "H", "H", "H", "H", "H", "H", "H", "C", "C", "C", "O", "C", "H", "H", "H", "H", "H", "H", "H", "H", "C", "C", "C", "O", "C", "H", "H", "H", "H", "H", "H", "H", "H", "C", "C", "C", "O", "C", "H", "H", "H", "H", "H", "H", "H", "H", "C", "C", "C", "O", "C", "H", "H", "H", "H", "H", "H", "H", "H", "C", "C", "C", "O", "C", "H", "H", "H", "H", "H", "H", "H", "H"], "positions_angstrom": [[2.0292, 5.1908, -1.5460], [2.1702, 4.4032, -0.2355], [1.0807, 4.9977, 0.6013], [-0.0569, 5.0942, -0.2659], [0.4521, 5.2792, -1.6529], [2.4346, 4.6423, -2.3805], [2.4180, 6.2155, -1.4808], [3.1040, 4.5664, 0.3317], [1.9656, 3.3590, -0.4565], [1.3764, 5.9726, 1.0400], [0.7024, 4.3740, 1.4287], [0.1753, 6.2513, -2.0480], [0.0120, 4.5117, -2.2098], [-4.0564, -3.2677, -1.5486], [-3.8354, -1.8339, -1.0556], [-3.9769, -1.0243, -2.3525], [-4.0339, -1.9280, -3.4715], [-4.5945, -3.0879, -2.9323], [-4.8048, -3.8213, -0.9976], [-3.1288, -3.8266, -1.4300], [-2.8346, -1.7697, -0.6420], [-4.5949, -1.5121, -0.3903], [-3.0955, -0.3936, -2.5327], [-4.8291, -0.3878, -2.2482], [-4.3848, -3.8947, -3.6545], [-5.7208, -2.9559, -2.8781], [0.9062, 0.2522, 3.6233], [2.2458, 0.5764, 2.9291], [2.4118, 2.0602, 3.1542], [1.1405, 2.6233, 3.3269], [0.2552, 1.6446, 3.8831], [0.9686, -0.2244, 4.5702], [0.2114, -0.3201, 2.9943], [2.3187, 0.3615, 1.8466], [3.0799, 0.0745, 3.3966], [2.8204, 2.6252, 2.3791], [2.9462, 2.2440, 4.0967], [-0.7815, 1.7187, 3.4437], [0.1375, 1.9340, 4.9472], [-3.5571, -1.1977, 3.1252], [-3.5189, 0.3124, 2.8614], [-3.4570, 0.8684, 4.2554], [-2.7450, -0.1251, 4.9935], [-2.7838, -1.3941, 4.4104], [-3.0405, -1.6978, 2.2871], [-4.5720, -1.5982, 3.1909], [-4.3129, 0.8088, 2.2575], [-2.5746, 0.5460, 2.3362], [-4.3918, 1.0149, 4.7571], [-2.8783, 1.8155, 4.4030], [-3.1736, -2.1395, 5.1069], [-1.7044, -1.7506, 4.2038], [-0.2550, -4.3954, 2.6033], [-1.5387, -5.0540, 2.1495], [-1.3215, -5.1445, 0.6270], [0.0781, -5.5243, 0.5509], [0.7990, -4.7780, 1.5709], [-0.0059, -4.7034, 3.6245], [-0.3819, -3.3374, 2.6273], [-2.4982, -4.5688, 2.3567], [-1.6494, -6.1293, 2.4549], [-1.4345, -4.1251, 0.1862], [-1.9815, -5.8531, 0.0704], [1.2083, -3.8775, 1.1127], [1.6435, -5.3930, 1.9244], [3.0855, 0.3613, -5.0474], [4.2705, 0.6561, -4.1285], [3.9675, 2.0710, -3.6635], [2.5761, 2.0760, -3.5050], [2.0141, 1.3660, -4.6697], [2.7312, -0.6665, -4.7254], [3.2986, 0.3208, -6.0923], [5.2117, 0.7285, -4.7040], [4.3108, -0.0148, -3.2704], [4.2767, 2.8195, -4.4275], [4.4217, 2.4001, -2.7172], [1.7754, 2.1578, -5.3931], [1.0120, 0.9725, -4.4413], [5.7006, -2.9592, 0.2512], [4.6415, -2.0972, -0.5917], [4.8072, -0.7446, 0.0104], [4.7850, -1.0702, 1.4367], [5.6372, -2.1942, 1.6326], [6.7305, -2.9969, -0.1440], [5.4008, -4.0271, 0.2913], [3.6411, -2.5360, -0.4822], [4.8828, -2.1294, -1.6632], [3.9922, -0.0835, -0.0983], [5.7768, -0.3231, -0.1866], [5.2503, -2.7976, 2.4206], [6.6100, -1.8166, 1.9963], [0.2662, 1.2298, -1.3531], [0.9800, 0.0024, -0.8554], [0.0558, -0.6157, 0.0983], [-0.8068, 0.4708, 0.5934], [-0.4362, 1.6546, -0.0974], [-0.5008, 0.8095, -1.9967], [0.8683, 1.9779, -1.8501], [1.9270, 0.2928, -0.3071], [1.3625, -0.6916, -1.6345], [0.4719, -1.1524, 0.9303], [-0.5455, -1.3333, -0.4941], [0.1180, 2.4042, 0.5099], [-1.3757, 2.1925, -0.3469], [-3.6117, 3.9261, 1.3717], [-4.2852, 5.3216, 1.6358], [-4.1076, 5.5005, 3.1427], [-2.9473, 4.7032, 3.5331], [-2.4458, 4.0225, 2.3719], [-3.2087, 3.8377, 0.3511], [-4.2627, 3.1373, 1.7299], [-5.3302, 5.3470, 1.3129], [-3.7025, 5.9843, 1.0097], [-4.9982, 5.2125, 3.6833], [-3.9221, 6.5163, 3.3539], [-1.9950, 3.0371, 2.6749], [-1.6746, 4.5981, 1.7962], [-0.7982, -3.1162, -4.4768], [-0.2405, -4.2017, -3.4652], [1.0984, -3.6253, -3.0117], [1.3576, -2.4301, -3.7650], [0.0528, -1.9220, -4.1626], [-1.8564, -2.9456, -4.3364], [-0.6111, -3.4337, -5.5329], [-0.2148, -5.1028, -4.0166], [-0.9285, -4.2953, -2.6479], [1.9816, -4.2660, -3.1369], [1.0123, -3.3076, -1.9785], [0.2422, -1.2443, -4.9908], [-0.3831, -1.2715, -3.3598]], "lowdin_charge": [-0.13, -0.18, -0.24, -0.17, -0.12, 0.09, 0.11, 0.12, 0.09, 0.13, 0.10, 0.11, 0.08, -0.17, -0.14, -0.18, -0.14, -0.25, 0.11, 0.08, 0.09, 0.10, 0.11, 0.11, 0.13, 0.14, -0.12, -0.13, -0.21, -0.16, -0.16, 0.10, 0.08, 0.09, 0.10, 0.09, 0.13, 0.09, 0.13, -0.16, -0.16, -0.20, -0.15, -0.23, 0.10, 0.11, 0.12, 0.09, 0.11, 0.12, 0.11, 0.12, -0.17, -0.17, -0.20, -0.17, -0.17, 0.12, 0.08, 0.11, 0.13, 0.10, 0.13, 0.10, 0.12, -0.15, -0.15, -0.24, -0.19, -0.15, 0.11, 0.10, 0.12, 0.10, 0.13, 0.12, 0.12, 0.10, -0.12, -0.16, -0.18, -0.17, -0.20, 0.10, 0.10, 0.11, 0.10, 0.08, 0.12, 0.10, 0.12, -0.15, -0.19, -0.18, -0.13, -0.21, 0.11, 0.09, 0.11, 0.12, 0.10, 0.11, 0.11, 0.12, -0.15, -0.15, -0.17, -0.13, -0.21, 0.11, 0.09, 0.11, 0.10, 0.11, 0.10, 0.09, 0.11, -0.13, -0.12, -0.19, -0.17, -0.21, 0.09, 0.13, 0.09, 0.08, 0.13, 0.10, 0.11, 0.11]}



# 2
{"formula": "C40H81AlF17N5O12PS", "method": "the ωB97M-V functional and the def2-TZVPD basis", "orbital_gap_ev": 6.934, "charge": -1, "species": ["C", "C", "C", "C", "C", "Al", "C", "C", "C", "F", "F", "C", "F", "F", "C", "F", "F", "C", "F", "F", "C", "F", "F", "C", "F", "F", "C", "F", "F", "C", "F", "F", "F", "P", "N", "O", "O", "S", "C", "O", "O", "H", "H", "H", "H", "H", "H", "H", "H", "H", "H", "H", "H", "H", "H", "H", "H", "H", "H", "H", "H", "H", "C", "O", "C", "C", "N", "C", "C", "O", "C", "H", "H", "H", "H", "H", "H", "H", "H", "H", "H", "H", "H", "H", "H", "H", "C", "O", "C", "C", "N", "C", "C", "O", "C", "H", "H", "H", "H", "H", "H", "H", "H", "H", "H", "H", "H", "H", "H", "H", "C", "O", "C", "C", "N", "C", "C", "O", "C", "H", "H", "H", "H", "H", "H", "H", "H", "H", "H", "H", "H", "H", "H", "H", "C", "O", "C", "C", "N", "C", "C", "O", "C", "H", "H", "H", "H", "H", "H", "H", "H", "H", "H", "H", "H", "H", "H", "H"], "positions_angstrom": [[4.7382, -0.0119, -0.7245], [3.6360, -0.5068, -1.6547], [2.8185, -1.6676, -1.0561], [2.6428, 0.5942, -2.1397], [2.5727, 1.8645, -1.2553], [0.7553, 2.7823, -1.2406], [1.0639, 4.6166, -0.4523], [-0.1636, 5.2672, 0.2605], [-0.6898, 6.5528, -0.3696], [0.2516, 7.2286, -1.0427], [-1.0495, 7.3964, 0.6322], [-1.8473, 6.3714, -1.3766], [-2.0983, 7.5470, -1.9639], [-1.3662, 5.5812, -2.3305], [-3.1387, 5.6881, -0.7954], [-3.0762, 4.4185, -1.1637], [-3.1388, 5.6689, 0.5352], [-4.4620, 6.3372, -1.2089], [-4.4371, 7.5686, -0.6768], [-4.5484, 6.5402, -2.5111], [-5.7947, 5.6775, -0.7010], [-6.7631, 6.0129, -1.5498], [-6.1215, 6.2456, 0.4493], [-5.8876, 4.1483, -0.5020], [-7.1232, 3.9338, -0.0197], [-5.0977, 3.6852, 0.4396], [-5.7887, 3.2757, -1.8052], [-5.1400, 3.8578, -2.7940], [-7.0444, 3.0953, -2.2393], [-5.2629, 1.8341, -1.5379], [-5.5502, 1.1473, -2.6557], [-3.9963, 1.7759, -1.3900], [-5.9201, 1.2547, -0.5736], [-0.0595, 2.7861, -3.4489], [0.4021, 1.5645, -4.3254], [-1.7343, 2.8017, -3.4349], [0.4904, 4.1752, -4.2004], [-0.6329, 1.4241, 0.0144], [0.3052, 0.5745, 1.3176], [-1.0481, 0.3378, -0.8946], [-1.8356, 2.0759, 0.5555], [4.3599, 0.2104, 0.2690], [5.4480, -0.8401, -0.5847], [5.3155, 0.8279, -1.1148], [4.1340, -0.9133, -2.5417], [2.4817, -2.2932, -1.8872], [1.9147, -1.3360, -0.5426], [3.3998, -2.3221, -0.3959], [2.9331, 0.9303, -3.1351], [1.6490, 0.1599, -2.2579], [2.7754, 1.6636, -0.1960], [3.2796, 2.6297, -1.5943], [1.8364, 4.4826, 0.3131], [1.5211, 5.2319, -1.2304], [-0.9790, 4.5412, 0.2578], [0.0873, 5.5044, 1.2920], [-0.4029, 1.0372, -4.6535], [-2.0158, 1.8768, -3.3832], [-0.2919, 4.5919, -4.6002], [1.2374, 0.2580, 0.8485], [-0.2490, -0.3247, 1.5840], [0.5091, 1.2335, 2.1598], [9.0053, -0.0779, 5.0218], [8.6837, -1.2353, 4.2766], [8.1373, -2.2913, 5.0673], [6.6866, -2.5348, 4.6971], [5.8373, -1.4302, 5.1322], [4.4714, -1.4925, 4.6161], [4.2783, -1.3294, 3.1097], [4.6114, -0.0438, 2.6220], [5.9714, 0.1378, 2.2662], [9.5110, 0.6180, 4.3530], [8.1048, 0.4096, 5.4108], [9.6793, -0.3179, 5.8502], [8.2438, -2.0945, 6.1390], [8.7131, -3.1930, 4.8347], [6.3447, -3.4590, 5.1733], [6.6416, -2.6680, 3.6083], [6.2535, -0.5579, 4.8338], [3.9120, -0.6914, 5.1070], [4.0139, -2.4351, 4.9334], [3.2108, -1.4558, 2.9048], [4.7897, -2.1091, 2.5328], [6.4306, -0.7835, 1.9002], [6.5396, 0.5333, 3.1135], [6.0102, 0.8814, 1.4717], [-5.1204, -2.3025, -1.7727], [-4.9277, -2.5877, -0.3993], [-5.7507, -1.8176, 0.4706], [-6.7498, -2.7145, 1.1762], [-7.7583, -3.2093, 0.2435], [-8.6165, -4.2514, 0.7973], [-7.9667, -5.5910, 1.1406], [-7.4914, -6.3076, 0.0150], [-6.1679, -5.9910, -0.3867], [-4.3721, -2.8602, -2.3342], [-6.1147, -2.6186, -2.1101], [-4.9848, -1.2393, -1.9763], [-6.2526, -1.0028, -0.0513], [-5.0906, -1.3733, 1.2217], [-7.2426, -2.1503, 1.9731], [-6.1880, -3.5410, 1.6313], [-7.2952, -3.5762, -0.5776], [-9.3961, -4.4458, 0.0551], [-9.1205, -3.8621, 1.6877], [-8.7419, -6.2217, 1.5871], [-7.1822, -5.4943, 1.9001], [-5.5392, -5.7019, 0.4587], [-6.1657, -5.1987, -1.1388], [-5.7388, -6.8815, -0.8481], [14.4477, -7.0991, 4.7453], [13.3124, -7.9148, 4.5206], [12.8728, -8.6137, 5.6806], [11.5138, -8.1092, 6.1254], [11.6103, -6.7580, 6.6674], [10.3174, -6.1229, 6.9103], [9.4494, -5.8036, 5.6949], [9.9948, -4.8136, 4.8406], [10.8738, -5.2973, 3.8376], [14.7651, -6.7006, 3.7826], [14.2106, -6.2589, 5.4062], [15.2713, -7.6799, 5.1711], [13.6025, -8.5520, 6.4929], [12.7763, -9.6669, 5.3995], [11.1155, -8.7774, 6.8939], [10.8463, -8.1447, 5.2547], [12.1355, -6.1812, 6.0235], [10.5215, -5.1799, 7.4246], [9.7419, -6.7416, 7.6057], [8.5099, -5.3850, 6.0705], [9.1736, -6.6991, 5.1264], [10.6062, -6.3031, 3.5056], [11.9098, -5.2820, 4.1856], [10.8063, -4.6214, 2.9845], [-6.8552, 5.3567, -5.7937], [-7.1707, 4.2084, -6.5629], [-7.6999, 3.1356, -5.7895], [-9.1489, 2.8812, -6.1570], [-10.0041, 3.9711, -5.6973], [-11.3703, 3.9069, -6.2066], [-11.5723, 4.0958, -7.7092], [-11.2512, 5.3942, -8.1767], [-9.8926, 5.5877, -8.5339], [-6.3605, 6.0703, -6.4514], [-7.7587, 5.8264, -5.3896], [-6.1744, 5.1075, -4.9755], [-7.5878, 3.3127, -4.7175], [-7.1169, 2.2445, -6.0411], [-9.4790, 1.9458, -5.6966], [-9.1985, 2.7684, -7.2483], [-9.5960, 4.8521, -5.9808], [-11.9336, 4.6945, -5.6983], [-11.8186, 2.9552, -5.9044], [-12.6399, 3.9646, -7.9109], [-11.0572, 3.3305, -8.3014], [-9.4337, 4.6735, -8.9181], [-9.3147, 5.9655, -7.6869], [-9.8597, 6.3464, -9.3169]], "lowdin_charge": [-0.11, -0.41, -0.07, -0.26, -0.25, 0.30, -0.21, -0.13, -0.46, 0.12, 0.10, -0.36, 0.16, 0.15, -0.36, 0.17, 0.18, -0.36, 0.16, 0.18, -0.37, 0.18, 0.18, -0.37, 0.16, 0.20, -0.35, 0.18, 0.15, -0.62, 0.16, 0.24, 0.21, 0.51, -0.22, -0.27, -0.24, 0.54, -0.18, -0.44, -0.44, 0.04, 0.08, 0.08, 0.12, 0.08, 0.06, 0.06, 0.09, 0.07, 0.04, 0.06, 0.05, 0.06, 0.07, 0.12, -0.04, 0.04, 0.05, 0.02, 0.06, 0.06, -0.12, -0.19, -0.21, -0.21, -0.05, -0.20, -0.23, -0.19, -0.11, 0.09, 0.08, 0.09, 0.12, 0.09, 0.12, 0.11, 0.07, 0.12, 0.12, 0.12, 0.11, 0.09, 0.07, 0.08, -0.10, -0.19, -0.21, -0.21, -0.05, -0.21, -0.23, -0.18, -0.10, 0.09, 0.08, 0.07, 0.10, 0.13, 0.12, 0.11, 0.07, 0.12, 0.12, 0.12, 0.11, 0.09, 0.07, 0.09, -0.12, -0.20, -0.22, -0.21, -0.05, -0.20, -0.22, -0.21, -0.08, 0.09, 0.08, 0.09, 0.12, 0.12, 0.12, 0.11, 0.07, 0.12, 0.12, 0.12, 0.11, 0.09, 0.07, 0.09, -0.10, -0.19, -0.21, -0.21, -0.05, -0.20, -0.23, -0.18, -0.10, 0.09, 0.08, 0.08, 0.11, 0.12, 0.12, 0.10, 0.07, 0.12, 0.12, 0.12, 0.11, 0.09, 0.07, 0.09]}